Formula: C22H62F6KN7O30S5
Source: the Open Molecules 2025 dataset
Level of theory: wB97M-V/def2-TZVPD

Results
Multiplicity ... 1
Kohn-Sham gap ... 7.381 eV

Atoms and positions in Å:
1 K -0.752 2.432 -4.085
2 C -2.827 -1.374 -2.276
3 F -2.107 -1.355 -3.408
4 F -3.551 -0.287 -2.103
5 F -3.585 -2.504 -2.316
6 S -1.427 -1.568 -0.835
7 O -2.173 -1.984 0.372
8 O -0.473 -2.596 -1.268
9 N -0.799 0.042 -0.900
10 S -0.979 0.361 0.602
11 O -2.334 0.797 0.948
12 O -0.357 -0.505 1.579
13 C 0.136 1.886 0.810
14 F 1.380 1.419 0.618
15 F -0.210 2.788 -0.107
16 F -0.037 2.379 2.073
17 C 4.103 0.757 -2.632
18 O 2.842 0.444 -3.153
19 H 4.208 1.606 -1.957
20 H 4.350 -0.059 -1.953
21 H 4.838 0.670 -3.433
22 H 2.266 0.188 -2.428
23 C -4.456 4.343 4.185
24 O -4.888 5.656 3.946
25 H -3.437 4.217 3.817
26 H -4.412 4.233 5.268
27 H -5.078 3.591 3.698
28 H -4.914 5.711 2.988
29 C 1.663 -2.422 -7.571
30 O 2.320 -3.633 -7.810
31 H 0.794 -2.384 -8.229
32 H 1.171 -2.326 -6.604
33 H 2.244 -1.536 -7.825
34 H 3.014 -3.496 -8.460
35 C 1.211 4.111 8.084
36 O 2.281 4.579 7.227
37 H 0.888 3.108 7.806
38 H 1.537 4.025 9.121
39 H 0.417 4.857 8.107
40 H 2.585 3.823 6.719
41 C -3.545 1.907 -8.032
42 O -2.409 1.106 -7.682
43 H -4.454 1.644 -7.492
44 H -3.318 2.939 -7.766
45 H -3.638 1.894 -9.118
46 H -2.627 0.240 -8.034
47 O -9.678 0.616 0.544
48 S -8.496 1.371 1.084
49 O -7.623 2.108 0.162
50 O -8.961 2.445 2.273
51 C -10.021 3.343 1.885
52 C -9.481 4.331 0.897
53 C -7.620 0.298 2.201
54 H -10.249 3.844 2.826
55 H -10.856 2.741 1.525
56 H -9.732 3.983 -0.105
57 H -8.408 4.435 1.058
58 H -10.037 5.245 1.107
59 H -8.415 -0.017 2.876
60 H -6.898 0.895 2.758
61 H -7.263 -0.495 1.543
62 O 4.969 -1.208 6.336
63 S 5.090 -0.090 5.343
64 O 4.285 1.136 5.350
65 O 6.682 0.393 5.478
66 C 7.148 1.415 4.569
67 C 8.467 1.925 5.020
68 C 5.093 -0.834 3.625
69 H 6.461 2.257 4.482
70 H 7.174 1.064 3.537
71 H 9.202 1.162 4.763
72 H 8.466 2.162 6.084
73 H 8.683 2.856 4.498
74 H 5.800 -1.663 3.620
75 H 5.218 -0.020 2.910
76 H 4.138 -1.301 3.386
77 O 7.540 -4.921 -3.282
78 S 6.765 -3.772 -2.946
79 O 6.795 -3.259 -1.601
80 O 7.032 -2.523 -4.042
81 C 7.373 -2.837 -5.416
82 C 6.926 -1.612 -6.197
83 C 4.946 -4.134 -3.277
84 H 6.868 -3.732 -5.782
85 H 8.446 -2.998 -5.513
86 H 7.057 -1.693 -7.277
87 H 7.396 -0.708 -5.810
88 H 5.857 -1.504 -6.018
89 H 4.787 -4.371 -4.329
90 H 4.392 -3.280 -2.886
91 H 4.726 -4.976 -2.621
92 C -6.517 -6.711 -1.861
93 N -5.639 -6.203 -0.760
94 O -6.077 -5.504 0.058
95 O -4.482 -6.654 -0.726
96 H -7.127 -7.430 -1.314
97 H -5.867 -7.226 -2.567
98 H -7.178 -5.941 -2.261
99 C 0.382 -7.136 1.944
100 N 0.621 -6.791 3.377
101 O 0.158 -7.554 4.227
102 O 1.232 -5.722 3.616
103 H 1.272 -7.537 1.461
104 H -0.015 -6.257 1.435
105 H -0.381 -7.902 1.808
106 C 0.165 8.618 3.964
107 N -0.903 9.122 2.991
108 O -0.805 8.739 1.813
109 O -1.866 9.786 3.418
110 H 1.166 8.935 3.671
111 H 0.119 7.530 3.994
112 H -0.071 9.016 4.951
113 C 0.347 -6.914 -5.229
114 N 0.157 -7.828 -4.060
115 O 1.058 -7.988 -3.236
116 O -0.862 -8.427 -4.025
117 H 1.390 -6.829 -5.533
118 H 0.171 -5.920 -4.816
119 H -0.210 -7.238 -6.108
120 C -1.364 -2.273 6.143
121 N -1.534 -0.998 6.823
122 O -1.738 -0.022 6.068
123 O -1.473 -0.867 8.072
124 H -1.563 -3.003 6.927
125 H -0.294 -2.315 5.937
126 H -2.025 -2.356 5.281
127 C 1.668 7.403 -2.726
128 N 2.524 6.268 -3.222
129 O 1.964 5.569 -4.037
130 O 3.641 6.029 -2.771
131 H 2.034 8.291 -3.242
132 H 1.758 7.349 -1.641
133 H 0.652 7.093 -2.970

=====

Formula: C22H63BInNO11P
Source: the Open Molecules 2025 dataset
Level of theory: wB97M-V/def2-TZVPD

Results
Multiplicity ... 1
Net charge ... -1
Kohn-Sham gap ... 6.211 eV

Atoms and positions in Å:
1 C 1.890 2.607 -0.732
2 C 0.931 2.582 -1.919
3 C 1.112 1.389 -2.865
4 C 2.561 1.093 -3.308
5 In 3.538 -0.707 -2.461
6 C 5.111 -1.396 -3.893
7 B 4.528 -1.731 -5.293
8 O 3.381 -1.176 -5.858
9 O 5.162 -2.652 -6.127
10 C 2.173 -2.490 -2.190
11 C 0.748 -2.143 -2.186
12 C 0.204 -1.650 -0.863
13 N -0.087 -2.194 -3.161
14 P 4.727 -0.289 -0.226
15 O 3.501 0.013 0.911
16 O 5.084 -1.888 0.206
17 H 1.799 1.672 -0.177
18 H 2.927 2.747 -1.035
19 H 1.605 3.414 -0.053
20 H 0.961 3.527 -2.472
21 H -0.085 2.510 -1.511
22 H 0.511 1.597 -3.757
23 H 0.640 0.527 -2.393
24 H 2.595 1.016 -4.397
25 H 3.202 1.946 -3.063
26 H 5.899 -0.644 -3.974
27 H 5.563 -2.311 -3.495
28 H 2.662 -1.061 -5.228
29 H 4.840 -2.532 -7.030
30 H 2.441 -2.889 -1.208
31 H 2.420 -3.245 -2.942
32 H -0.448 -0.798 -1.056
33 H 1.015 -1.303 -0.220
34 H -0.360 -2.440 -0.368
35 H 0.359 -2.573 -3.997
36 H 2.770 -0.600 0.748
37 H 5.218 -1.905 1.162
38 C 1.046 3.136 3.512
39 C 0.331 1.835 3.824
40 O 0.273 0.986 2.681
41 H 0.542 3.657 2.697
42 H 1.080 3.792 4.383
43 H 2.071 2.932 3.192
44 H -0.700 2.025 4.120
45 H 0.830 1.319 4.650
46 H 1.180 0.807 2.405
47 C 2.102 -1.914 7.203
48 C 1.893 -0.758 6.244
49 O 1.878 0.499 6.920
50 H 1.321 -1.920 7.964
51 H 2.084 -2.867 6.675
52 H 3.066 -1.825 7.712
53 H 0.926 -0.841 5.749
54 H 2.665 -0.753 5.468
55 H 2.731 0.615 7.349
56 C 3.859 -6.422 -4.503
57 C 3.240 -6.178 -5.867
58 O 2.420 -5.020 -5.882
59 H 3.080 -6.519 -3.746
60 H 4.465 -7.331 -4.505
61 H 4.501 -5.585 -4.220
62 H 2.590 -7.008 -6.148
63 H 4.025 -6.094 -6.628
64 H 2.982 -4.270 -5.655
65 C -3.610 -2.398 -0.249
66 C -3.948 -1.537 -1.454
67 O -2.813 -0.865 -1.961
68 H -3.144 -1.791 0.530
69 H -4.505 -2.870 0.164
70 H -2.906 -3.185 -0.529
71 H -4.651 -0.752 -1.168
72 H -4.429 -2.144 -2.232
73 H -2.153 -1.522 -2.238
74 C -3.574 1.657 0.473
75 C -3.951 1.365 1.911
76 O -2.991 0.539 2.567
77 H -3.436 0.731 -0.083
78 H -4.334 2.259 -0.027
79 H -2.628 2.202 0.432
80 H -4.891 0.813 1.963
81 H -4.083 2.301 2.467
82 H -2.130 0.968 2.513
83 C -3.629 2.808 7.156
84 C -2.556 2.976 6.097
85 O -2.102 4.324 6.000
86 H -4.478 3.458 6.942
87 H -3.979 1.776 7.195
88 H -3.242 3.074 8.143
89 H -2.947 2.720 5.113
90 H -1.708 2.315 6.304
91 H -1.728 4.571 6.851
92 C -6.885 3.138 -2.836
93 C -6.336 4.341 -2.091
94 O -4.987 4.154 -1.687
95 H -6.810 2.243 -2.218
96 H -7.930 3.290 -3.109
97 H -6.317 2.958 -3.751
98 H -6.897 4.508 -1.171
99 H -6.425 5.244 -2.705
100 H -4.451 4.006 -2.474

=====

Formula: C22H63N3O13
Source: the Open Molecules 2025 dataset
Level of theory: wB97M-V/def2-TZVPD

Results
Multiplicity ... 1
Energy relative to the best compared isomer or geometry (same formula, charge and spin) ... 1.0385 eV
Kohn-Sham gap ... 9.472 eV

Atoms and positions in Å:
1 C -2.972 -4.948 3.647
2 O -3.112 -5.059 2.241
3 C -2.623 -3.901 1.619
4 C -3.299 -3.666 0.271
5 C -3.128 -4.781 -0.752
6 N -2.865 -2.404 -0.339
7 H -3.597 -4.177 4.102
8 H -1.916 -4.832 3.906
9 H -3.276 -5.892 4.101
10 H -2.692 -2.967 2.193
11 H -1.542 -3.933 1.430
12 H -4.385 -3.634 0.428
13 H -3.723 -5.639 -0.441
14 H -2.122 -5.185 -0.899
15 H -3.419 -4.387 -1.727
16 H -3.451 -2.085 -1.099
17 H -2.926 -1.685 0.381
18 C 2.509 -3.313 -6.082
19 O 1.518 -2.682 -5.298
20 C 0.194 -3.016 -5.712
21 C -0.798 -2.445 -4.711
22 C -0.949 -3.272 -3.434
23 N -2.111 -2.275 -5.372
24 H 2.356 -4.396 -6.095
25 H 3.478 -3.075 -5.648
26 H 2.492 -2.943 -7.113
27 H 0.024 -2.455 -6.637
28 H 0.075 -4.081 -5.933
29 H -0.439 -1.431 -4.520
30 H -1.645 -2.756 -2.772
31 H -0.009 -3.496 -2.926
32 H -1.380 -4.253 -3.655
33 H -2.686 -1.859 -4.643
34 H -2.505 -3.210 -5.467
35 C -0.388 5.995 2.985
36 O -0.988 4.708 2.941
37 C -1.259 4.303 1.619
38 C -2.223 3.114 1.583
39 C -2.562 2.769 0.136
40 N -3.501 3.504 2.250
41 H 0.271 6.184 2.136
42 H 0.174 6.071 3.915
43 H -1.107 6.820 2.990
44 H -1.684 5.083 0.969
45 H -0.341 4.115 1.043
46 H -1.819 2.223 2.066
47 H -1.691 2.899 -0.515
48 H -3.269 3.482 -0.304
49 H -3.049 1.810 -0.041
50 H -3.873 4.311 1.747
51 H -3.103 4.001 3.054
52 O 3.074 0.679 -5.830
53 C 2.264 0.711 -4.644
54 C 3.155 -0.011 -3.633
55 O 4.278 0.759 -3.253
56 H 2.706 1.326 -6.442
57 H 2.140 1.744 -4.320
58 H 1.397 0.049 -4.714
59 H 3.455 -0.991 -4.010
60 H 2.527 -0.239 -2.767
61 H 4.779 1.002 -4.037
62 O 1.952 4.417 5.485
63 C 2.068 3.707 4.271
64 C 1.175 2.457 4.163
65 O -0.191 2.763 4.419
66 H 1.010 4.562 5.638
67 H 1.755 4.397 3.476
68 H 3.114 3.479 4.063
69 H 1.408 1.746 4.957
70 H 1.244 2.046 3.153
71 H -0.438 3.587 3.936
72 O 1.992 2.977 0.677
73 C 3.303 2.503 0.409
74 C 4.307 3.614 0.678
75 O 5.626 3.132 0.951
76 H 1.422 2.199 0.784
77 H 3.431 1.588 0.995
78 H 3.458 2.203 -0.638
79 H 3.977 4.145 1.573
80 H 4.432 4.350 -0.121
81 H 5.852 2.530 0.232
82 O 0.769 -2.587 2.734
83 C 0.652 -1.559 3.677
84 C -0.763 -1.157 3.983
85 O -1.236 -0.340 2.883
86 H 0.343 -2.355 1.887
87 H 1.098 -1.888 4.618
88 H 1.183 -0.667 3.325
89 H -0.833 -0.576 4.905
90 H -1.460 -1.993 4.081
91 H -2.166 -0.491 2.701
92 O -0.075 -1.873 0.221
93 C 0.687 -1.090 -0.703
94 C 0.281 0.308 -0.344
95 O 0.751 0.646 0.996
96 H -0.971 -2.113 -0.092
97 H 1.731 -1.276 -0.442
98 H 0.641 -1.302 -1.774
99 H -0.808 0.395 -0.339
100 H 0.686 1.148 -0.914
101 H 0.158 0.082 1.525

=====

- Which of these has the lowest Kohn-Sham gap?
  C22H63BInNO11P

=====

- What is the multiplicity in the second record?
  1